Version A
The following is a quantum chemistry calculation of one molecule with the formula C4H8OS2, from OMol25.

Atoms and positions in Å:
C -0.894 -0.260 0.301
C -0.031 -1.341 0.978
C 1.392 0.466 -0.383
C 0.041 0.922 0.196
H -0.601 -1.142 -1.400
H -1.784 0.011 0.878
H -0.482 -2.335 0.892
H 0.051 -1.124 2.051
H 2.264 1.045 -0.068
H 1.383 0.480 -1.487
H 0.223 1.270 1.201
H -1.133 1.613 -1.691
O -1.342 -0.696 -0.985
S 1.600 -1.278 0.192
S -0.687 2.368 -0.673

Results
**HOMO**: -8.97 eV
**SMILES string**: O[C@H]1CSC[C@H]1S
**Orbital gap**: 9.7 eV

Version B
The following is a quantum chemistry calculation of one molecule with the formula C4H8OS2, from OMol25.

Atoms and positions in Å:
C 0.792 -1.179 -0.363
C -0.261 -0.311 0.318
C -0.431 1.143 -0.168
C -1.603 -0.999 0.614
H 2.430 0.613 -0.002
H 0.732 -2.287 -0.389
H 0.371 -1.046 -1.373
H 0.245 -0.176 1.413
H -1.246 1.627 0.339
H -0.745 1.214 -1.211
H 0.884 2.741 -0.189
H -1.886 -1.897 1.499
O 0.882 1.788 0.081
S 2.738 -0.810 -0.178
S -2.902 -0.421 -0.392

Results
**HOMO**: -8.93 eV
**SMILES string**: OC[C@@H](C=S)CS
**Orbital gap**: 8.1 eV

Q: What are the energies relative to the best structure? A: version A 0.000; version B 3.503, in eV.